78
Properties=species:S:1:pos:R:3:forces:R:3:mulliken_charge:R:1 method="wB97M-V/def2-TZVPD" total_charge=+2 multiplicity=4 total_energy_ev=-87676.072 orbital_gap_ev="7.283 / 7.187"
Co -0.07923 -0.14931 0.59359 0.26 0.83 -0.19 -0.962
C -3.79357 1.30653 0.25186 -0.04 -0.05 0.01 -1.457
C -3.27588 1.74338 1.58829 0.26 -0.46 0.12 2.375
C -3.73824 2.90932 2.17884 0.08 0.03 0.10 -1.036
C -3.25694 3.32597 3.40893 0.03 -0.07 -0.07 -0.935
C -2.27175 2.58921 4.04799 -0.12 0.13 -0.09 -1.097
C -1.77531 1.42420 3.48711 -0.01 -0.28 -0.35 0.861
C -0.70449 0.62641 4.16379 -0.02 0.00 -0.07 -0.986
C -2.30372 0.98134 2.26331 -0.82 1.38 0.88 -1.709
N -1.78860 -0.16502 1.65397 -0.35 -1.75 -0.42 1.105
C -2.46215 -1.26706 1.50514 -0.18 2.21 1.45 0.763
C -3.77351 -1.52459 2.16182 -0.05 0.17 -0.03 -2.131
C -1.88843 -2.25322 0.61388 1.56 -0.85 -1.76 0.866
C -2.55778 -3.57560 0.46205 0.09 -0.03 -0.12 -2.131
N -0.86186 -1.85073 -0.08445 -1.39 -0.44 1.01 1.060
C -0.27731 -2.63514 -1.08764 0.45 -1.04 -1.20 -0.751
C 0.38115 -3.85329 -0.84064 -0.19 0.38 -0.04 1.485
C 0.60819 -4.41724 0.52822 0.05 -0.02 0.01 -1.588
C 0.86495 -4.57186 -1.92670 -0.02 0.09 -0.12 -0.728
C 0.70805 -4.12293 -3.22435 -0.07 0.06 0.06 -0.967
C 0.07607 -2.91291 -3.45947 0.15 -0.16 0.08 -0.947
C -0.41522 -2.16082 -2.40717 0.03 0.09 0.31 1.329
C -1.16684 -0.89397 -2.69571 0.02 -0.05 0.11 -1.431
H -4.15652 2.16200 -0.30986 -0.06 0.04 -0.09 0.524
H -4.62430 0.61098 0.36302 -0.14 -0.07 -0.04 0.311
H -3.02021 0.80673 -0.33125 -0.01 0.04 -0.11 0.089
H -4.48342 3.49489 1.65999 -0.09 0.05 -0.02 0.519
H -3.64733 4.22247 3.86633 0.00 0.08 0.03 0.472
H -1.88374 2.92309 4.99848 0.04 0.00 0.12 0.469
H -0.33939 1.14131 5.04911 0.06 -0.03 0.02 0.488
H 0.12219 0.45135 3.46986 0.08 -0.06 0.17 -0.108
H -1.08574 -0.34823 4.46813 0.07 -0.10 0.07 0.297
H -4.07879 -0.66147 2.74764 -0.04 -0.02 0.00 0.406
H -3.71151 -2.39135 2.82031 0.05 -0.08 -0.03 0.506
H -4.53531 -1.73887 1.41307 -0.09 -0.03 0.00 0.443
H -3.58063 -3.42894 0.11990 -0.14 0.04 0.02 0.517
H -2.61280 -4.08876 1.42094 0.00 -0.05 0.08 0.424
H -2.05202 -4.21314 -0.25590 0.04 0.03 0.02 0.383
H 1.66759 -4.34453 0.77508 0.00 0.02 0.14 0.407
H 0.34345 -5.47247 0.53753 -0.03 -0.07 0.07 0.520
H 0.03461 -3.91436 1.29934 0.03 0.02 0.12 0.133
H 1.36233 -5.51060 -1.73847 0.07 -0.13 0.01 0.531
H 1.05690 -4.71715 -4.05337 0.11 -0.06 -0.07 0.449
H -0.04697 -2.55955 -4.47318 -0.05 0.05 -0.06 0.485
H -0.80299 -0.44729 -3.61741 -0.02 0.11 -0.06 0.492
H -1.08966 -0.17655 -1.87307 -0.06 0.05 -0.16 -0.229
H -2.22397 -1.11361 -2.83581 -0.17 0.09 0.01 0.301
N -0.57009 4.02324 -1.72665 0.02 0.06 -0.29 -0.435
C -0.10686 2.79403 -1.50811 0.22 -0.02 0.00 0.937
N 0.58845 2.16744 -2.46000 -0.10 0.12 -0.14 -0.347
S -0.36738 2.14181 0.03559 -0.36 0.11 0.05 -0.433
H -0.48278 4.49434 -2.61510 0.02 -0.06 0.04 0.214
H -1.13414 4.46083 -1.01477 0.06 -0.05 -0.04 0.216
H 0.68553 2.55944 -3.38516 -0.02 -0.05 0.02 0.224
H 0.86040 1.20545 -2.33095 -0.05 0.11 0.04 0.138
C 2.26817 3.17035 2.23535 -0.71 0.27 0.51 -0.814
N 3.43872 2.66602 1.49948 0.35 -0.15 0.17 0.125
C 4.14079 3.75251 0.79623 0.45 0.63 -0.30 -0.847
C 3.06528 1.54836 0.57890 -0.18 -0.91 -0.42 -0.092
C 2.88095 0.27466 1.36802 0.05 -0.04 0.18 1.716
C 4.00230 -0.18054 2.06649 -0.10 0.06 -0.14 -0.873
C 3.93119 -1.29941 2.86892 0.09 -0.01 0.06 -1.008
C 2.72813 -1.97826 2.97325 -0.11 -0.07 0.10 -1.200
C 1.61623 -1.52485 2.28429 0.42 0.02 0.03 0.738
C 1.65985 -0.40103 1.44960 0.20 0.01 0.07 -0.549
H 2.58251 3.84337 3.02978 0.13 0.00 -0.06 0.420
H 1.71144 2.34278 2.67017 0.13 -0.13 -0.04 0.262
H 1.60455 3.69641 1.55235 0.14 -0.01 -0.09 0.369
H 4.08008 2.24899 2.18804 -0.14 0.15 -0.15 0.416
H 3.52305 4.11442 -0.02441 -0.07 -0.11 0.05 0.330
H 5.09192 3.39895 0.39782 -0.13 -0.11 0.06 0.361
H 4.33230 4.58071 1.47675 -0.05 -0.10 0.07 0.377
H 3.87235 1.41797 -0.14621 0.03 0.23 0.09 0.523
H 2.14423 1.81889 0.05971 0.21 0.16 0.10 -0.567
H 4.95499 0.32736 1.95357 0.13 0.02 0.02 0.501
H 4.80374 -1.63068 3.40953 0.08 -0.11 0.02 0.429
H 2.65574 -2.85928 3.59169 0.02 -0.09 0.13 0.527
H 0.68711 -2.06471 2.42349 -0.10 -0.05 -0.03 0.522